Entry 1:
One molecule with the formula C4H4IN in a non-equilibrium geometry, computed with ωB97M-V/def2-TZVPD.

Cartesian coordinates (Å):
C 1.35769 1.12061 0.10379
C 0.08803 -0.92469 0.01627
C 0.52533 0.32216 0.76748
C -0.89462 -0.02954 -0.68076
N 2.05263 1.94272 -0.31467
I -2.85576 -0.32995 0.02593
H 0.90679 -1.36811 -0.57606
H -0.33608 -1.71601 0.61533
H 0.08724 0.60486 1.71868
H -0.93125 0.37795 -1.67598

Cartesian forces, eV/Å:
2.786 3.395 -0.977
0.736 -0.359 -0.981
-4.937 -2.708 -0.856
0.641 -1.126 3.189
0.229 -0.259 -0.357
0.197 0.372 -0.083
-0.405 0.350 0.026
-0.233 0.048 0.186
0.065 -0.046 -0.217
0.921 0.334 0.070

Calculated values
- Relative energy (zero: lowest compared OMol25 entry of this formula, charge and spin): 2.843 eV
- HOMO (alpha / beta): -8.7 / -8.7 eV
- 2S+1: 1
- E: -507.14845 a.u.
- Gap between HOMO and LUMO (alpha / beta): 7.97 / 7.96 eV



Entry 2:
C37H43CrNO5P2SSi as an isolated structure, computed with ωB97M-V/def2-TZVPD.

Cartesian coordinates (Å):
Cr 1.68833 -0.86824 -0.83349
O 3.41260 1.05312 -3.94401
C 3.42616 0.50306 -2.75201
O 2.48019 0.63786 -1.97899
C 4.74606 -0.20094 -2.49114
O 4.80344 -0.93802 -1.30003
C 4.67495 -2.36585 -1.42652
C 3.17229 -2.52010 -1.35965
O 2.60151 -2.59885 -0.22365
O 2.51657 -2.13389 -2.36788
H 2.54399 1.47347 -4.09322
H 5.49067 0.59927 -2.42989
H 4.97757 -0.79744 -3.37593
H 5.18617 -2.80565 -0.57683
H 5.09102 -2.71900 -2.36931
C -2.91118 -1.88575 5.21021
S -3.54661 -2.43620 3.61585
C -3.23777 -0.95287 2.63341
C -1.76854 -0.74269 2.29803
C -1.57129 0.51627 1.44840
N -0.30575 0.60021 0.71118
P 1.27331 0.27912 1.16450
C 1.35931 -0.44337 2.81213
C 1.26559 0.34344 3.95945
C 1.20748 -0.26056 5.20570
C 1.25430 -1.64646 5.30815
C 1.37512 -2.43053 4.16846
C 1.43256 -1.83082 2.91925
C 2.13302 1.86601 1.31331
C 1.50261 3.06488 1.00403
C 2.21744 4.25628 1.03397
C 3.56417 4.24797 1.36591
C 4.19917 3.04906 1.67089
C 3.48852 1.85992 1.64279
P -0.45164 -1.30680 -1.35266
C -1.68477 -2.46780 -0.76439
C -1.26260 -3.58561 -0.04925
C -2.20280 -4.47077 0.45702
C -3.55471 -4.24593 0.23623
C -3.97494 -3.14043 -0.49539
C -3.04184 -2.24643 -0.99599
C -0.67326 -0.72810 -3.03018
C -0.81712 -1.49681 -4.17912
C -0.75217 -0.88398 -5.41946
C -0.50560 0.48231 -5.49675
C -0.36228 1.24680 -4.34609
C -0.47241 0.65789 -3.08736
H -3.08438 -2.69778 5.91435
H -3.44432 -1.00141 5.55750
H -1.84071 -1.68612 5.16994
H -3.65505 -0.08715 3.15515
H -3.81641 -1.08973 1.71666
H -1.39902 -1.61717 1.75996
H -1.19192 -0.67028 3.22041
H -1.70082 1.40715 2.06840
H -2.35546 0.54725 0.68677
H 1.22969 1.42373 3.87613
H 1.12639 0.34690 6.09742
H 1.20917 -2.11545 6.28240
H 1.42515 -3.50801 4.25312
H 1.52550 -2.43688 2.02558
H 0.45076 3.05876 0.74308
H 1.72103 5.18965 0.80191
H 4.12172 5.17483 1.38976
H 5.24933 3.04335 1.93116
H 3.98743 0.92563 1.87875
H -0.20317 -3.75185 0.11092
H -1.88207 -5.33366 1.02448
H -4.28636 -4.93474 0.63705
H -5.02988 -2.97645 -0.67192
H -3.36164 -1.38638 -1.57182
H -0.96048 -2.56776 -4.10371
H -0.86634 -1.46809 -6.32228
H -0.43173 0.95953 -6.46546
H -0.18568 2.31178 -4.43930
H 0.44440 2.05960 -1.74575
C -2.44425 3.19500 0.01098
Si -1.93949 2.57061 -1.68362
C -3.39632 1.70241 -2.46142
C -1.44886 4.11688 -2.61901
C -0.42066 1.38261 -1.76083
C -0.22134 0.30791 -0.70395
H -3.01123 4.11402 -0.16508
H -1.61215 3.45477 0.66858
H -3.10352 2.51325 0.54691
H -4.32113 2.24473 -2.25383
H -3.51062 0.69163 -2.06045
H -3.28788 1.61419 -3.54390
H -2.28300 4.82279 -2.61207
H -1.17480 3.95678 -3.66184
H -0.60671 4.60613 -2.12079

Cartesian forces, eV/Å:
-0.165 -0.354 0.098
-0.121 0.061 0.078
-0.148 -0.030 -0.016
0.270 -0.047 -0.133
-0.017 0.022 0.036
0.089 0.065 -0.041
-0.029 0.003 -0.010
-0.135 0.306 -0.037
0.111 0.139 -0.017
-0.068 -0.038 0.028
0.088 -0.071 0.021
0.010 -0.008 0.001
-0.018 -0.023 0.014
-0.020 -0.008 0.020
-0.005 -0.024 0.003
0.033 -0.034 0.011
-0.016 0.005 0.003
0.002 -0.008 -0.050
0.041 0.040 -0.033
0.024 -0.094 0.032
-0.055 0.024 -0.060
-0.014 -0.085 0.057
0.011 -0.022 -0.020
-0.030 -0.009 0.000
-0.002 -0.002 -0.008
0.015 0.016 -0.032
0.005 -0.002 -0.002
-0.050 0.020 0.031
0.014 0.036 -0.017
-0.014 0.012 0.000
0.006 -0.028 0.019
-0.023 -0.016 -0.002
-0.005 -0.018 0.003
-0.008 0.031 -0.024
0.063 0.054 -0.031
0.027 0.033 -0.041
-0.013 -0.029 0.000
-0.014 0.016 -0.009
0.035 0.027 0.009
0.019 0.004 -0.003
-0.017 -0.059 0.010
-0.076 -0.087 -0.040
0.017 0.017 -0.017
0.013 -0.008 0.025
0.012 -0.001 0.026
0.024 0.065 -0.014
0.012 0.009 -0.023
-0.002 0.015 0.008
-0.007 0.000 -0.005
-0.010 0.005 0.006
-0.009 -0.007 0.010
-0.001 0.014 -0.001
-0.016 0.010 0.015
0.003 -0.001 -0.007
0.008 -0.002 0.005
0.036 -0.023 0.015
0.007 -0.011 0.005
0.005 0.000 0.000
-0.004 -0.001 0.003
0.004 0.002 0.004
0.011 0.001 -0.002
0.060 -0.002 0.001
0.000 0.002 0.001
0.000 0.003 0.000
0.003 0.001 0.007
0.003 0.004 0.006
-0.002 0.003 0.010
-0.001 -0.001 0.002
-0.001 0.001 -0.003
0.002 0.004 0.002
-0.007 -0.018 0.008
-0.011 0.000 -0.006
-0.008 0.000 -0.001
0.004 0.004 0.000
-0.006 -0.019 0.030
-0.025 -0.004 0.003
-0.029 0.036 0.050
-0.049 0.066 0.050
-0.065 -0.026 -0.028
0.027 0.005 -0.097
0.191 -0.015 -0.026
0.065 0.002 0.107
0.011 -0.004 0.007
-0.041 -0.024 -0.039
0.018 0.061 -0.035
-0.001 0.000 -0.021
-0.010 0.044 0.012
0.000 -0.012 0.013
0.004 -0.010 0.015
-0.030 0.002 0.034
-0.007 -0.006 -0.006

Calculated values
- Net charge: +1
- Relative energy (zero: lowest compared OMol25 entry of this formula, charge and spin): 0.000 eV
- <S²>: 0.848
- HOMO (alpha / beta): -10.4 / -10.4 eV
- 2S+1: 2
- E: -4281.38031 a.u.
- Gap between HOMO and LUMO (alpha / beta): 7.92 / 7.96 eV



Entry 3:
A 2-piece molecular cluster, C2H6O4Si overall in a non-equilibrium geometry, computed with ωB97M-V/def2-TZVPD.

Cartesian coordinates (Å):
C -0.39895 0.47141 0.40101
C -1.70139 0.30471 1.29272
O -0.02050 1.74568 0.28595
O 2.36446 1.15874 -0.73319
O 2.11351 -0.28838 -3.08476
O 0.11798 -0.44203 -0.27223
Si 2.32471 -0.16256 -1.49743
H -1.49976 -0.42376 2.17678
H -2.45497 -0.14068 0.80929
H -2.04210 1.34079 1.73074
H 0.91120 1.73118 -0.11226
H 1.94452 0.43683 -3.63574
H 2.63956 -1.37872 -0.84020

Cartesian forces, eV/Å:
-1.049 -0.114 -1.066
3.893 2.202 3.574
0.442 -1.125 0.522
0.302 0.532 -0.170
0.438 -2.131 1.049
-0.682 0.887 1.230
-1.243 1.295 0.878
0.035 1.399 -1.408
-2.726 -1.487 -2.334
0.826 -2.098 -0.958
-0.192 -0.085 -0.148
-0.380 1.669 -1.035
0.336 -0.944 -0.134

Calculated values
- Relative energy (zero: lowest compared OMol25 entry of this formula, charge and spin): 2.179 eV
- HOMO: -10.3 eV
- 2S+1: 1
- E: -670.33421 a.u.
- Gap between HOMO and LUMO: 10.80 eV



Entry 4:
A 2-piece molecular cluster, C4H10N2O overall in a non-equilibrium geometry, computed with ωB97M-V/def2-TZVPD.

Cartesian coordinates (Å):
C -0.94461 0.17878 2.55740
C 1.69898 -1.36339 -0.69837
C -1.22498 -0.00594 -0.07020
C -0.90483 0.07824 1.10681
N 1.42376 1.15396 -1.16517
N -1.77380 0.14613 -1.29880
O 0.81769 -0.13119 -1.25833
H 1.30515 1.64887 -2.04805
H 0.81251 1.69576 -0.55294
H -1.60821 1.07382 -1.68662
H -2.53248 -0.19488 -1.86985
H -0.00619 0.58824 2.95047
H -1.08379 -0.80070 3.02311
H -1.71367 0.83954 2.96320
H 1.16195 -2.08397 -0.08723
H 2.61153 -1.05336 -0.19416
H 1.96101 -1.76993 -1.67126

Cartesian forces, eV/Å:
0.789 0.199 0.739
-0.382 2.406 -2.071
-1.730 0.135 1.693
-1.027 -0.471 -1.864
0.235 -0.071 0.676
0.684 2.059 -1.217
1.915 -1.913 0.611
0.079 -0.789 -0.396
0.043 -0.344 0.457
0.362 -0.319 0.292
-0.015 -1.305 1.361
0.003 -0.210 -0.006
0.043 0.037 -0.124
-0.246 -0.032 -0.352
-0.683 0.595 -0.072
-0.238 0.523 0.031
0.168 -0.502 0.243

Calculated values
- Relative energy (zero: lowest compared OMol25 entry of this formula, charge and spin): 6.852 eV
- HOMO: -7.7 eV
- 2S+1: 1
- E: -342.94967 a.u.
- Gap between HOMO and LUMO: 8.58 eV



Entry 5:
A 3-piece molecular cluster, C11H29BIN4O7S2 overall in a non-equilibrium geometry, computed with ωB97M-V/def2-TZVPD.

Cartesian coordinates (Å):
C -2.68987 0.19121 4.16641
N -3.72955 1.10728 3.65818
C -3.50493 2.43194 4.30635
B -3.65929 1.23726 2.21715
O -4.62218 1.85397 1.53441
N -2.43891 0.69253 1.49094
C -1.57629 1.51529 1.01804
N -0.42947 1.21095 0.38735
C 0.53204 2.09446 1.14760
C -0.30017 3.38033 1.07440
I -0.00204 4.80225 2.63578
N -1.71763 2.90182 1.15152
H -2.76885 -0.78414 3.69781
H -1.68104 0.60086 4.07291
H -2.84585 0.01700 5.22497
H -3.20248 2.29086 5.33627
H -4.43159 2.99920 4.30701
H -2.75569 3.03019 3.78958
H -5.25866 2.17940 2.19354
H -2.23451 -0.29301 1.37449
H -0.14782 0.24335 0.55434
H 1.50069 2.12166 0.67863
H 0.51693 1.77728 2.18653
H -0.05950 3.79859 0.10626
H -2.13275 3.19803 0.26588
O 1.93510 0.81502 -3.73483
S 1.35528 -0.00979 -4.75389
O 0.73789 0.57721 -5.89591
O 0.32986 -1.01808 -4.05226
C -0.65440 -0.47903 -3.16405
C -1.81806 0.17124 -3.88703
C 2.52185 -1.21854 -5.27962
H -0.16888 0.21476 -2.47205
H -1.01888 -1.32054 -2.57352
H -1.50114 1.06997 -4.41513
H -2.59751 0.45163 -3.17652
H -2.23936 -0.50876 -4.62608
H 2.95625 -1.69644 -4.40580
H 3.28984 -0.69997 -5.84929
H 2.01268 -1.94449 -5.90772
O 4.08720 -0.85361 0.57577
S 2.84316 -1.45341 0.21541
O 1.71331 -1.39080 1.10359
O 3.09523 -2.96262 -0.20446
C 3.81745 -3.81295 0.71601
C 2.94683 -4.28924 1.86118
C 2.32642 -0.85914 -1.35483
H 4.70757 -3.29854 1.07998
H 4.15338 -4.66460 0.12857
H 2.67077 -3.46429 2.51749
H 3.47970 -5.03094 2.45524
H 2.02392 -4.73115 1.48531
H 3.13217 -0.91738 -2.07746
H 2.03024 0.17720 -1.21200
H 1.47153 -1.45126 -1.67249

Cartesian forces, eV/Å:
-0.448 -0.025 0.467
1.833 -0.025 -0.513
-0.869 0.063 -0.221
-0.446 -0.365 1.578
-0.057 0.444 -0.279
-0.944 -0.366 -0.493
-0.070 0.640 -0.931
1.302 -1.313 1.469
-1.324 0.558 0.021
0.398 0.135 0.106
0.224 -0.214 -0.310
0.682 -0.154 -0.667
0.110 -0.127 -0.187
0.147 -0.048 -0.180
-0.130 0.010 0.206
-0.003 -0.089 0.147
-0.100 0.123 0.080
0.256 0.018 0.035
-0.164 -0.039 -0.489
-0.144 -0.008 0.115
0.087 -0.177 -0.476
0.252 0.111 0.063
0.728 -0.307 0.104
-0.351 0.665 -0.038
-0.723 0.296 0.464
-0.097 0.217 0.041
0.063 -0.484 -0.206
-0.044 0.196 0.081
0.171 -0.172 -0.127
-0.516 0.314 0.393
0.182 0.161 -0.218
0.008 -0.036 0.043
0.009 0.069 -0.107
0.184 -0.175 -0.131
0.007 0.007 0.011
0.021 -0.074 0.036
-0.040 -0.048 0.065
-0.009 -0.014 -0.005
-0.038 0.069 0.002
-0.026 0.026 -0.009
-0.122 0.127 0.409
0.331 -0.557 -0.921
-0.252 0.361 0.261
-0.182 0.317 0.007
0.292 -0.520 0.554
-0.196 0.255 0.024
-0.163 -0.095 0.156
-0.072 0.165 -0.096
-0.096 0.142 -0.237
0.042 -0.007 0.021
0.045 -0.018 -0.069
0.054 -0.087 -0.025
0.096 0.021 0.101
0.070 0.047 -0.080
0.035 -0.009 -0.045

Calculated values
- Net charge: +1
- HOMO: -12.7 eV
- 2S+1: 1
- E: -2300.98736 a.u.
- Gap between HOMO and LUMO: 9.42 eV



Entry 6:
One molecule with the formula C12H12N4O, computed with ωB97M-V/def2-TZVPD.

Cartesian coordinates (Å):
C 5.19080 -0.98534 -0.45215
C 3.69743 -0.91575 -0.44601
N 3.14286 0.09903 -1.09573
C 1.82783 0.19872 -1.13572
C 0.97027 -0.71882 -0.53472
C 1.55362 -1.76783 0.17731
C 2.92831 -1.87064 0.22063
H 3.40874 -2.67327 0.75944
H 0.91285 -2.47791 0.67915
C -0.51357 -0.60541 -0.55298
O -1.21839 -1.06450 0.32433
N -1.00111 0.05665 -1.64717
N -2.32485 0.15381 -1.98664
C -3.21376 0.48086 -1.12827
C -3.11655 0.96395 0.21617
C -2.08573 1.56053 0.93015
C -2.59983 1.94717 2.17176
C -3.92341 1.57867 2.19946
N -4.22975 1.00869 1.01485
H -5.11973 0.60620 0.77118
H -4.65330 1.68666 2.97797
H -2.06019 2.43619 2.95819
H -1.08377 1.72319 0.58586
H -4.22185 0.40701 -1.52692
H -0.40838 0.12044 -2.46481
H 1.45215 1.07004 -1.65874
H 5.57425 -0.96507 0.56652
H 5.52276 -1.91173 -0.91820
H 5.59229 -0.14153 -1.00493

Cartesian forces, eV/Å:
0.025 -0.029 0.022
-0.035 -0.113 0.103
0.464 0.235 -0.176
-0.520 -0.197 0.091
0.397 -0.010 0.152
-0.019 0.130 -0.103
-0.153 0.104 -0.088
0.041 -0.078 0.042
-0.050 -0.037 0.049
-0.130 -0.200 0.052
0.208 -0.135 -0.190
0.129 0.526 0.005
-0.435 -0.263 -0.469
0.167 -0.258 -0.126
0.549 0.413 0.275
-0.289 -0.143 -0.354
-0.133 0.057 0.144
0.005 0.182 0.374
-0.242 -0.199 -0.219
0.082 0.059 0.055
-0.133 -0.013 0.084
0.040 0.083 0.173
0.141 -0.041 -0.092
-0.062 0.090 -0.077
-0.115 -0.137 0.246
-0.145 0.041 -0.012
0.093 -0.019 0.058
0.087 -0.060 -0.012
0.032 0.011 -0.006

Calculated values
- Relative energy (zero: lowest compared OMol25 entry of this formula, charge and spin): 0.031 eV
- HOMO: -8.0 eV
- 2S+1: 1
- E: -758.71941 a.u.
- Gap between HOMO and LUMO: 8.49 eV